[1]
ORCA calculation (the ωB97M-V functional and the def2-TZVPD basis) on C15H27N5O4Re as an isolated structure.

Last column: Mulliken charge in e.
CARTESIAN COORDINATES (ANGSTROEM)
Re (0.242962, -0.390250, -0.265694)  1.866
C (-0.521838, -2.307350, -2.814394)  -0.730
O (-0.039138, -2.253150, -1.468794)  -0.486
C (-0.510038, -3.338050, -0.651894)  -0.478
C (-1.551038, -2.827250, 0.350406)  -0.492
O (-1.039938, -1.706950, 1.088306)  -0.476
C (-0.376738, -2.007350, 2.322506)  -0.527
C (1.130462, -2.237950, 2.107906)  -0.400
O (1.618362, -1.213350, 1.233706)  -0.537
C (2.578162, -0.332450, 1.814706)  -0.806
H (-1.606338, -2.161150, -2.860394)  0.355
H (-0.005638, -1.543650, -3.392694)  0.274
H (-0.286138, -3.284950, -3.248394)  0.384
H (-0.950738, -4.119050, -1.277194)  0.612
H (0.367062, -3.759150, -0.152394)  0.102
H (-2.441938, -2.456350, -0.166994)  0.292
H (-1.850838, -3.637250, 1.023106)  0.496
H (-0.531638, -1.135250, 2.967306)  0.166
H (-0.825938, -2.880050, 2.806906)  0.555
H (1.641562, -2.213050, 3.075206)  0.540
H (1.336662, -3.212550, 1.652006)  0.242
H (2.183062, 0.141750, 2.721706)  0.377
H (3.493262, -0.871350, 2.082306)  0.330
H (2.822762, 0.430250, 1.075906)  0.383
N (2.298862, 1.257650, -3.515594)  0.005
C (3.389062, 0.628250, -3.022494)  -0.699
C (3.006362, 0.014350, -1.845494)  -0.156
N (1.699662, 0.285850, -1.625594)  0.312
C (1.273362, 1.049450, -2.669294)  0.150
C (-0.120838, 1.355750, -2.666194)  0.138
N (-0.860538, 0.752350, -1.691694)  0.378
C (-2.136638, 1.173150, -1.858694)  -0.309
C (-2.183838, 2.028150, -2.942594)  -0.662
N (-0.923238, 2.124650, -3.422794)  -0.006
H (2.290562, 1.790150, -4.381394)  0.231
H (4.348962, 0.636050, -3.507294)  0.426
H (3.611962, -0.590550, -1.196594)  0.581
H (-2.951038, 0.826850, -1.250394)  0.518
H (-3.019138, 2.552350, -3.374894)  0.442
H (-0.656538, 2.707150, -4.212894)  0.246
C (-0.002138, 3.160850, 3.072106)  -0.881
N (-1.148938, 2.418850, 2.647606)  0.191
C (-2.399238, 2.757050, 3.257106)  -0.791
C (-1.071838, 1.493350, 1.716606)  0.417
O (-0.002038, 1.157550, 1.115306)  -0.846
H (-0.105338, 4.216550, 2.801606)  0.381
H (0.903762, 2.775150, 2.610206)  0.255
H (0.088162, 3.143550, 4.163406)  0.364
H (-2.305138, 2.784050, 4.348506)  0.334
H (-3.192238, 2.065950, 2.976606)  0.302
H (-2.699038, 3.773750, 2.971706)  0.376
H (-2.009338, 0.977650, 1.480006)  0.260

Cartesian forces (eV/Å) of the 6 atoms listed first:
Re 0.83 0.31 0.41
C -0.40 0.00 -1.50
O 0.44 2.04 1.56
C -0.35 -0.83 1.18
C -0.33 -0.67 -0.97
O 0.45 1.07 -1.11

Calculated values
2S+1 = 2
E_HOMO (alpha / beta) = -21.2 / -21.6 eV
E_LUMO (alpha / beta) = -16.6 / -15.3 eV
Net charge = +4
<S²> = 1.059

[2]
ORCA calculation (the ωB97M-V functional and the def2-TZVPD basis) on one molecule with the formula C15H27NO7.

Last column: Mulliken charge in e.
CARTESIAN COORDINATES (ANGSTROEM)
O (-5.551231, -0.633742, 0.681493)  -0.577
O (-2.211589, -0.579033, -3.433484)  -0.692
O (-0.045098, 0.782621, -2.574087)  -0.659
O (-4.448695, -0.609816, -2.019457)  -0.629
O (4.424023, 0.788437, 1.848019)  -0.684
O (2.536128, -0.580704, 3.092035)  -0.584
O (2.773532, 0.456107, -1.279126)  -0.375
N (0.415759, 0.998106, 0.408439)  0.034
C (3.644507, 1.341093, -2.024367)  -1.038
C (-4.244555, -0.504805, 1.160345)  -0.769
C (1.582326, -1.614026, 2.707554)  -0.993
C (-2.020962, 0.523679, 0.759520)  -1.413
C (-2.328760, 0.127862, -2.125504)  -0.166
C (-0.897401, 0.233880, -1.588258)  0.696
C (-3.279353, -0.591357, -1.203060)  0.272
C (-0.921262, 1.079609, -0.273149)  -0.202
C (-3.411316, 0.246000, 0.110748)  0.106
C (2.272394, -1.449294, 0.115548)  -1.168
C (3.187154, 0.646734, 1.156479)  -0.182
C (2.154684, 0.508730, 2.165169)  0.023
C (1.209726, -1.331848, 1.223613)  0.676
C (3.165012, -0.253489, -0.045794)  -0.228
C (0.844342, 0.140807, 1.519662)  -1.459
H (-5.566009, -0.812153, -0.227802)  0.385
H (-1.441526, -0.164911, -3.895718)  0.414
H (0.697104, 1.344238, -2.215505)  0.354
H (-4.112420, -0.582118, -2.964504)  0.375
H (4.342219, 0.317087, 2.728714)  0.431
H (1.154211, 1.115944, -0.282518)  0.119
H (4.684922, 1.234361, -1.820575)  0.439
H (3.378051, 2.338954, -1.792776)  0.354
H (3.672113, 1.203190, -3.058949)  0.302
H (-4.265811, 0.136068, 2.042656)  0.408
H (-3.877862, -1.436475, 1.443707)  0.371
H (0.708370, -1.669139, 3.367629)  0.317
H (1.997406, -2.614004, 2.782921)  0.465
H (-1.536358, -0.246160, 1.255914)  0.539
H (-2.153775, 1.375023, 1.487618)  0.344
H (-2.632984, 1.183664, -2.273821)  0.268
H (-0.400313, -0.738745, -1.361853)  -0.119
H (-2.799103, -1.590007, -1.012984)  0.205
H (-1.239146, 2.110322, -0.312616)  0.170
H (-3.985008, 1.182696, -0.131479)  0.362
H (1.762630, -1.672301, -0.878110)  0.357
H (2.875253, -2.276033, 0.329802)  0.460
H (3.025248, 1.602865, 0.710084)  0.317
H (2.182524, 1.385853, 2.748235)  0.705
H (0.340272, -1.932486, 0.825956)  0.417
H (4.228874, -0.642615, -0.242804)  0.548
H (0.111753, 0.121333, 2.366439)  0.703

Cartesian forces (eV/Å) of the 6 atoms listed first:
O -1.13 0.26 2.36
O -0.11 1.04 1.00
O 0.70 1.48 -0.48
O -0.20 -0.56 -0.36
O 0.39 -1.00 0.91
O -2.05 -0.29 -1.41

Calculated values
2S+1 = 1
E_HOMO = -8.7 eV
ΔE to the lowest compared entry with this formula, charge and spin = 0.0 kJ/mol
E_LUMO = 0.6 eV

[3]
ORCA calculation (the ωB97M-V functional and the def2-TZVPD basis) on C15H28BrCa2Cl2FN5NaO11S2 as an isolated structure.

Last column: Mulliken charge in e.
CARTESIAN COORDINATES (ANGSTROEM)
C (2.409374, -4.185100, 2.984580)  -0.793
C (3.218972, -2.762314, 3.167028)  0.567
N (4.237967, -2.632686, 4.106768)  -0.853
C (2.824349, -1.472424, 2.178036)  -0.317
N (1.425434, -0.965522, 2.404721)  0.274
C (1.259481, -0.182371, 3.683433)  -0.310
N (2.076286, -0.304471, 4.947793)  -0.121
N (0.195258, 0.726616, 3.722225)  0.124
N (0.920529, -0.205015, 1.375081)  1.267
C (1.938731, 0.635993, 0.659586)  -0.010
C (2.379717, 2.132341, 1.262110)  -1.242
O (2.581373, 0.297127, -0.493017)  -0.475
C (-0.021263, -0.947019, 0.464482)  0.113
C (-0.921048, -2.182939, 1.144960)  -0.696
O (-0.266530, -0.703820, -0.824442)  -0.390
H (1.586043, -4.006050, 2.173147)  0.116
H (1.993942, -4.465137, 4.050095)  0.331
H (3.217536, -4.982926, 2.618201)  0.379
H (4.659155, -1.677915, 4.073886)  0.148
H (3.021558, -1.891069, 1.076683)  0.825
H (3.678094, -0.670197, 2.399963)  -0.681
H (1.936752, -1.307769, 5.268922)  0.458
H (3.086885, -0.085663, 4.808861)  -0.345
H (-0.695989, 0.469050, 4.231791)  0.179
H (0.203082, 1.655923, 3.247454)  0.026
H (2.006954, 3.012664, 0.570958)  0.218
H (2.113395, 2.266066, 2.393305)  0.220
H (3.566122, 2.150807, 1.185840)  0.293
H (-0.273664, -2.926589, 1.774957)  0.002
H (-1.613632, -2.686373, 0.343713)  0.559
H (-1.651624, -1.630812, 1.907026)  0.084
C (-2.196273, 2.652887, -1.329448)  0.051
C (-2.821965, 1.623899, -2.214143)  -0.298
O (-4.207417, 1.877716, -2.079179)  -0.429
C (-4.336355, 3.180206, -1.691170)  0.598
O (-5.395444, 3.783418, -1.644811)  -0.487
O (-3.125970, 3.719417, -1.363003)  -0.399
H (-1.219079, 2.978774, -1.696229)  0.968
H (-2.091532, 2.307687, -0.295548)  -0.558
H (-2.540172, 1.748849, -3.264989)  -0.301
H (-2.582035, 0.604184, -1.900658)  0.529
Cl (2.504556, 4.879493, 0.654604)  -0.579
Na (-3.495444, 0.750922, -0.309682)  0.736
Cl (-4.095444, -1.837450, 1.546132)  -0.686
Ca (5.204556, -0.276087, 4.055223)  1.670
O (-0.384835, 2.113612, 6.626407)  -0.560
S (-1.395544, 1.110613, 7.008533)  1.306
O (-2.062991, 0.599430, 5.797615)  -0.641
O (-2.395344, 1.733343, 7.894945)  -0.578
O (-0.738509, -0.004096, 7.715281)  -0.577
C (0.175998, -0.255350, -6.522275)  -0.634
C (-0.926006, -0.579797, -7.529708)  -0.572
C (-2.230307, -0.733297, -6.749127)  -0.740
S (-2.065169, 0.289956, -5.294017)  1.289
O (-2.052902, -0.567084, -4.127199)  -0.528
O (-2.952426, 1.430075, -5.409581)  -0.739
C (-0.396912, 0.826024, -5.618311)  -0.652
H (1.092907, 0.078377, -7.016777)  0.362
H (0.414037, -1.149586, -5.933957)  0.303
H (-1.019744, 0.245423, -8.246060)  0.293
H (-0.698594, -1.485511, -8.100553)  0.331
H (-3.090732, -0.397600, -7.333501)  0.344
H (-2.381879, -1.765639, -6.422070)  0.374
H (0.149504, 0.935603, -4.680012)  0.360
H (-0.449442, 1.787107, -6.138509)  0.400
Ca (-0.495444, 2.587503, 0.466248)  1.199
Br (-0.495444, -2.467042, -1.920115)  -0.292
F (3.704556, -2.798386, 0.157497)  -0.815

Cartesian forces (eV/Å) of the 6 atoms listed first:
C 1.20 1.16 0.30
C 1.31 1.00 0.80
N -2.72 -0.45 -3.00
C 0.71 -1.72 2.06
N 2.89 1.76 3.98
C -1.50 1.14 0.49

Calculated values
2S+1 = 1
E_HOMO = -6.9 eV
E_LUMO = -4.5 eV

[4]
ORCA calculation (the ωB97M-V functional and the def2-TZVPD basis) on C15H28LuNO as an isolated structure.

Last column: Mulliken charge in e.
CARTESIAN COORDINATES (ANGSTROEM)
C (1.491849, 2.226035, -1.319738)  -1.044
H (2.367653, 2.318461, -0.610007)  0.607
H (1.813400, 2.049683, -2.361815)  0.487
H (1.956059, -0.774184, 0.749357)  -0.025
C (0.345525, 3.053238, -1.007131)  -0.168
H (-0.625223, 2.609475, -1.218521)  0.345
H (0.369318, 3.252339, 0.062154)  0.447
C (0.556169, 4.271660, -1.865656)  -1.481
H (-0.283052, 4.941209, -1.817508)  0.389
H (1.426563, 4.799125, -1.560491)  0.416
H (0.685429, 3.978935, -2.883311)  0.403
C (-0.895610, -1.750016, -0.260993)  0.511
C (-1.557032, -1.028738, -1.292355)  0.546
C (-0.588643, -0.698816, -2.277355)  0.706
C (0.664316, -1.252361, -1.880798)  -0.226
C (0.473084, -1.905978, -0.630019)  0.825
C (1.551155, -2.583221, 0.166331)  -1.308
C (1.936539, -1.212470, -2.655078)  -1.313
C (-0.803918, -0.012327, -3.581988)  -1.432
C (-3.010576, -0.701089, -1.352201)  -1.840
C (-1.499340, -2.401118, 0.933867)  -1.398
Lu (0.944835, 0.471954, -0.101769)  1.017
H (2.805892, -1.384664, -2.016285)  0.308
H (1.953555, -1.986770, -3.436594)  0.391
H (2.081845, -0.251184, -3.156522)  0.366
H (2.546395, -2.364355, -0.244907)  0.249
H (1.555852, -2.302236, 1.238541)  0.523
H (1.450830, -3.669963, 0.162092)  0.390
H (-2.435997, -1.924966, 1.232051)  0.365
H (-1.718283, -3.466329, 0.769103)  0.335
H (-0.822609, -2.363729, 1.791762)  0.265
H (-3.187419, 0.160866, -1.989704)  0.395
H (-3.623573, -1.511858, -1.752327)  0.359
H (-3.407271, -0.466288, -0.367389)  0.441
H (0.017068, 0.673873, -3.802941)  0.309
H (-0.859034, -0.708750, -4.428895)  0.363
H (-1.723956, 0.572687, -3.584829)  0.387
C (1.944832, -0.190758, 3.510844)  -1.145
C (0.518960, 0.023034, 3.088533)  0.957
N (-0.411683, -0.225396, 3.990042)  -0.316
O (0.176449, 0.465447, 1.929950)  -0.885
H (2.014255, -0.285230, 4.609643)  0.426
H (2.582231, 0.662276, 3.211734)  0.296
H (2.384808, -1.108121, 3.074685)  0.274
H (-1.348112, 0.006458, 3.727945)  0.260
H (-0.205438, -0.488339, 4.937794)  0.223

Cartesian forces (eV/Å) of the 6 atoms listed first:
C 3.01 0.78 -1.28
H -0.45 -0.05 -0.69
H -0.31 -0.05 0.52
H 1.37 1.91 0.05
C -0.78 -0.08 0.75
H -0.25 -0.18 -0.31

Calculated values
2S+1 = 1
E_HOMO (alpha / beta) = -14.9 / -15.0 eV
ΔE to the lowest compared entry with this formula, charge and spin = 189.9 kJ/mol
E_LUMO (alpha / beta) = -9.1 / -9.0 eV
Net charge = +2